(1)
The following is a DFT calculation (wB97M-V/def2-TZVPD) of a cluster of 2 separate species, C8H9NO in total in a non-equilibrium geometry.

Properties
HOMO-LUMO gap   8.62 eV
Maximum force   3.15 eV/A
SMILES   c1ccc2[nH]ccc2c1.O
Energy relative to the best compared isomer or geometry (same formula, charge and spin)   16.3 kcal per mole

Each line ends with the Mulliken charge.
Geometry (Å):
O (-6.20141, -2.41973, -1.24405)  -0.641
H (-5.56835, -2.99644, -0.75943)  0.321
H (-6.91080, -2.22582, -0.59026)  0.318
C (-1.72813, -2.75941, -2.70790)  -1.045
C (-0.56056, -3.18598, -3.30323)  -0.266
C (-1.35806, -0.24154, 0.17002)  -0.700
C (0.00000, 0.00000, 0.00000)  -0.259
C (-1.99926, -1.16696, -0.70749)  -0.254
C (0.77123, -0.74944, -0.94181)  -0.762
C (-1.30755, -1.85920, -1.68573)  1.012
C (0.09940, -1.70418, -1.76390)  -0.053
N (0.49765, -2.64283, -2.68861)  -0.028
H (-2.70874, -3.20560, -2.87342)  0.370
H (-0.39249, -3.84329, -4.15633)  0.384
H (-1.86704, 0.28860, 0.98580)  0.348
H (0.53178, 0.74835, 0.60232)  0.337
H (-3.07473, -1.37354, -0.78674)  0.408
H (1.83698, -0.62362, -1.17403)  0.306
H (1.47629, -2.81820, -2.92952)  0.205

Atoms 1-3, force components in eV/Å:
O -0.05 -0.39 1.16
H -0.71 0.61 -0.47
H 0.79 -0.23 -0.68

(2)
The following is a DFT calculation (wB97M-V/def2-TZVPD) of a structure of composition C8H9NO2 in a non-equilibrium geometry.

Properties
HOMO-LUMO gap   8.24 eV
Maximum force   5.59 eV/A
Energy relative to the best compared isomer or geometry (same formula, charge and spin)   221.3 kcal per mole

Each line ends with the Mulliken charge.
Geometry (Å):
C (-0.52124, 2.61451, 1.02368)  -0.917
C (-0.61851, 1.28361, 0.35128)  0.237
C (-1.81201, 0.58457, 0.09936)  -0.333
C (-0.89465, -1.50702, -0.38824)  0.499
C (-1.05105, -2.89127, -0.84039)  -1.107
C (0.40505, -0.83501, -0.45762)  0.094
C (0.46109, 0.51910, -0.07566)  0.685
C (1.82367, 0.93178, 0.40293)  0.038
H (-0.97449, 2.34015, 2.69426)  0.195
H (1.00425, 3.39034, 1.18949)  0.309
H (-1.41107, 3.38299, 0.36358)  0.236
H (-2.65421, 1.13111, 0.00585)  0.510
H (-2.03685, -3.39044, -0.62462)  0.329
H (-0.69691, -3.08567, -1.87451)  0.235
H (-0.40235, -3.54720, -0.02790)  0.250
H (2.43115, -1.75779, -0.68279)  0.370
H (2.49728, 0.13892, -0.23118)  0.081
N (-1.87763, -0.68946, -0.12291)  -0.583
O (1.37810, -1.62787, -1.22666)  -0.587
O (2.20096, 1.88065, 1.14619)  -0.541

Atoms 1-3, force components in eV/Å:
C -0.73 3.36 1.27
C -0.02 -1.14 -0.09
C 2.68 0.71 0.62

(3)
The following is a DFT calculation (wB97M-V/def2-TZVPD) of the molecule C8H9NO2S in a non-equilibrium geometry.

Properties
HOMO-LUMO gap   9.11 eV
Maximum force   2.13 eV/A
SMILES   O=C(O)CCSc1ccccn1
Energy relative to the best compared isomer or geometry (same formula, charge and spin)   0.0 kcal per mole

Each line ends with the Mulliken charge.
Geometry (Å):
C (2.96086, 0.36998, -0.27416)  0.551
C (1.76254, 0.77643, 0.55117)  -0.532
C (1.14183, -0.43488, 1.32166)  -0.631
C (-1.29540, -0.53514, 0.05386)  0.524
C (-2.42056, -1.00836, -0.73298)  -0.556
C (-3.58094, -0.21142, -0.78894)  -0.253
C (-3.52668, 1.07406, -0.25893)  -0.409
C (-2.39430, 1.44918, 0.49853)  -0.243
H (4.05934, 1.02088, -1.59549)  0.332
H (2.12723, 1.44633, 1.33706)  0.329
H (1.00376, 1.23699, -0.08450)  0.261
H (1.85915, -1.04679, 1.90808)  0.445
H (0.42483, 0.07892, 1.93905)  0.418
H (-2.49379, -2.05552, -1.16553)  0.268
H (-4.44039, -0.52914, -1.43988)  0.319
H (-4.35097, 1.80334, -0.38400)  0.324
H (-2.35547, 2.44969, 0.93908)  0.353
N (-1.36681, 0.64765, 0.72230)  -0.374
O (3.44757, 1.42632, -1.01398)  -0.438
O (3.37638, -0.75661, -0.39073)  -0.540
S (0.20364, -1.44844, 0.15665)  -0.149

Atoms 1-3, force components in eV/Å:
C -0.64 0.09 -0.85
C 0.87 -1.28 1.07
C 0.31 1.07 -0.92

(4)
The following is a DFT calculation (wB97M-V/def2-TZVPD) of the molecule C8H9NO2S in a non-equilibrium geometry.

Properties
HOMO-LUMO gap   9.49 eV
Maximum force   3.90 eV/A
SMILES   NC(=O)SOCc1ccccc1
Energy relative to the best compared isomer or geometry (same formula, charge and spin)   37.9 kcal per mole

Each line ends with the Mulliken charge.
Geometry (Å):
C (3.24187, 1.00750, -0.47972)  -0.519
C (2.10387, 1.37950, -1.16892)  -0.352
C (3.16186, -0.28866, 0.07333)  -0.638
C (0.92790, 0.60888, -1.19598)  -0.481
C (1.98679, -0.94990, 0.18842)  -0.393
C (0.88920, -0.53909, -0.49108)  1.039
C (-3.77024, 0.84447, 0.78950)  0.521
C (-0.46558, -1.34861, -0.52304)  -0.885
N (-3.76931, -0.13420, 1.70806)  -0.420
O (-1.51603, -0.68817, 0.26502)  -0.302
O (-4.58948, 1.71767, 0.61417)  -0.541
S (-2.32930, 0.64708, -0.36254)  -0.018
H (4.05823, 1.63998, -0.35112)  0.456
H (2.13977, 2.43183, -1.54905)  0.272
H (3.90252, -0.60655, 0.72735)  0.374
H (0.15193, 0.95215, -1.81058)  0.448
H (2.03232, -1.98349, 0.66154)  0.205
H (-0.28951, -2.34333, -0.03152)  0.322
H (-0.81149, -1.39253, -1.55584)  0.367
H (-2.97171, -0.77219, 1.78833)  0.258
H (-4.08361, -0.18234, 2.70368)  0.287

Atoms 1-3, force components in eV/Å:
C -2.36 -2.63 -0.26
C 0.16 2.20 -0.02
C 0.39 2.40 0.77

(5)
The following is a DFT calculation (wB97M-V/def2-TZVPD) of the molecule C8H9NO3 in a non-equilibrium geometry.

Properties
HOMO-LUMO gap   9.77 eV
Maximum force   6.32 eV/A
SMILES   COc1ccc(C(=O)O)nc1C
Energy relative to the best compared isomer or geometry (same formula, charge and spin)   59.4 kcal per mole

Each line ends with the Mulliken charge.
Geometry (Å):
C (-3.04555, -1.06525, 0.06552)  -0.820
C (-0.83276, -0.24281, -0.11198)  0.719
C (-0.23977, -1.43376, -0.12885)  -0.512
C (1.14756, -1.36420, -0.20364)  -0.442
C (1.75534, -0.25288, 0.01339)  0.368
C (-0.12832, 0.94999, -0.06721)  0.346
C (-0.98116, 2.24675, 0.20166)  -1.104
C (3.30523, -0.25814, 0.09864)  0.314
H (-3.09023, -1.30047, -1.04108)  0.374
H (-3.98516, -0.34542, 0.33310)  0.230
H (-2.90865, -1.99975, 0.77925)  0.262
H (-0.61230, -2.39595, -0.37775)  0.448
H (1.75414, -2.35397, -0.15224)  0.279
H (-1.53919, 2.42696, -0.73205)  0.340
H (-1.54694, 2.12237, 1.07576)  0.303
H (-0.47801, 3.27903, 0.09758)  0.312
H (4.68475, 1.10310, -0.31574)  0.363
N (1.15084, 1.00277, 0.05519)  -0.487
O (-2.12747, -0.01912, 0.19419)  -0.298
O (3.68067, 1.06858, -0.25133)  -0.442
O (4.03697, -1.16780, 0.46759)  -0.553

Atoms 1-3, force components in eV/Å:
C -2.63 1.09 0.21
C -2.37 0.62 1.27
C 1.43 -1.14 -1.83

(6)
The following is a DFT calculation (wB97M-V/def2-TZVPD) of the molecule C8H9NS in a non-equilibrium geometry.

Properties
HOMO-LUMO gap   9.26 eV
Maximum force   5.14 eV/A
SMILES   C=CN(S)c1ccccc1
Energy relative to the best compared isomer or geometry (same formula, charge and spin)   44.7 kcal per mole

Each line ends with the Mulliken charge.
Geometry (Å):
C (2.74212, 0.12914, 0.10373)  -0.513
C (1.95844, -0.90008, -0.34317)  -0.402
C (2.05815, 1.17551, 0.60706)  -0.559
C (0.63272, -0.81099, -0.63186)  -0.327
C (0.64971, 1.34856, 0.38942)  -0.565
C (-0.03991, 0.36841, -0.27767)  0.753
C (-1.86555, -1.69484, 0.74790)  -0.703
C (-2.35288, -0.59863, 0.27185)  -0.038
N (-1.34817, 0.49915, -0.68551)  -0.261
S (-2.08779, 2.06368, -0.55854)  -0.235
H (3.86749, 0.00669, 0.37030)  0.281
H (2.46864, -1.74146, -0.90866)  0.234
H (2.59231, 2.02326, 0.89406)  0.381
H (0.05194, -1.66563, -1.10605)  0.586
H (-0.00728, 2.20465, 0.75820)  0.193
H (-2.59043, -2.36682, 1.24183)  0.250
H (-0.82900, -1.90804, 0.69335)  0.464
H (-3.37183, -0.06839, 0.33188)  0.290
H (-2.52868, 1.93581, -1.89812)  0.173

Atoms 1-3, force components in eV/Å:
C 2.13 -0.93 2.02
C 1.67 -2.96 -3.30
C -2.46 1.93 -0.86

(7)
The following is a DFT calculation (wB97M-V/def2-TZVPD) of a cluster of 9 separate species, C90H60Cl6O12 in total in a non-equilibrium geometry.

Properties
HOMO-LUMO gap   8.11 eV
Maximum force   4.73 eV/A
SMILES   O=C1c2ccccc2C(=O)c2ccccc21.O=C1c2ccccc2C(=O)c2ccccc21.O=C1c2ccccc2C(=O)c2ccccc21.O=C1c2ccccc2C(=O)c2ccccc21.O=C1c2ccccc2C(=O)c2ccccc21.O=C1c2ccccc2C(=O)c2ccccc21.ClCCCl.ClCCCl.ClCCCl

Each line ends with the Mulliken charge.
Geometry (Å):
Cl (-2.09177, -5.36424, -0.17099)  -0.208
C (-1.65523, -4.16659, -1.40225)  0.475
C (-0.98183, -4.89252, -2.53921)  0.138
Cl (-2.18292, -5.17385, -3.85546)  -0.177
H (-0.86244, -3.45411, -1.07202)  -0.411
H (-2.53081, -3.59934, -1.59835)  0.090
H (-0.52215, -5.79714, -2.19790)  0.620
H (-0.19051, -4.17429, -2.95071)  -0.443
Cl (-6.55698, 1.13774, 2.00122)  -0.173
C (-5.79509, 1.94053, 0.57633)  -0.478
C (-4.24946, 1.68527, 0.60836)  -0.133
Cl (-3.93834, 0.04642, -0.04484)  -0.101
H (-5.80399, 3.00558, 0.73939)  0.319
H (-6.25985, 1.66379, -0.38607)  0.422
H (-3.83712, 1.90826, 1.57012)  -0.254
H (-3.71603, 2.34750, -0.08560)  0.404
Cl (-0.48957, 2.14037, 0.36052)  -0.149
C (-0.36780, 0.60773, 1.15323)  1.179
C (0.03462, -0.52120, 0.22093)  1.209
Cl (1.54050, -0.09315, -0.63613)  0.168
H (-1.36266, 0.33524, 1.41578)  -0.367
H (0.26712, 0.79145, 2.05328)  -0.687
H (-0.70421, -0.67942, -0.57281)  -0.518
H (0.28026, -1.39261, 0.82530)  -0.459
C (2.07228, -4.21929, 0.56510)  -1.074
C (2.20596, -3.88482, -0.80277)  0.533
C (3.39920, -3.44825, -1.32513)  -0.933
C (4.50193, -3.47546, -0.50290)  1.080
C (4.47757, -3.83390, 0.82742)  -0.201
C (3.18301, -4.15688, 1.33888)  -0.642
C (5.63697, -3.85465, 1.72972)  0.649
O (5.54234, -4.24674, 2.85424)  -0.705
C (6.92092, -3.38646, 1.11770)  0.025
C (8.01573, -3.30665, 2.01007)  -0.550
C (9.13700, -2.60168, 1.55216)  -0.862
C (9.19414, -2.23214, 0.25917)  -0.452
C (8.16592, -2.34200, -0.64415)  -0.715
C (6.98848, -2.96701, -0.23400)  0.270
C (5.78302, -3.09210, -1.13186)  0.639
O (5.98891, -2.87924, -2.31366)  -0.697
H (1.04070, -4.45881, 0.98961)  0.231
H (1.30553, -3.97534, -1.39701)  0.138
H (3.44035, -3.29964, -2.43438)  0.584
H (3.13413, -4.45412, 2.37160)  0.706
H (7.95214, -3.62088, 3.02020)  0.546
H (9.89616, -2.43501, 2.29996)  0.415
H (10.04423, -1.78165, -0.20820)  0.405
H (8.34901, -2.06837, -1.63965)  0.587
C (-3.38711, 5.09985, -9.45617)  -0.470
C (-4.51118, 4.29123, -9.27075)  -0.551
C (-4.55735, 3.50201, -8.12256)  -0.393
C (-3.56032, 3.51444, -7.15493)  0.358
C (-2.39505, 4.27813, -7.36235)  0.217
C (-2.40847, 5.15964, -8.42447)  -0.559
C (-1.29403, 4.40633, -6.31773)  0.177
O (-0.35997, 5.15900, -6.43445)  -0.613
C (-1.43458, 3.46439, -5.09034)  0.386
C (-0.37106, 3.35932, -4.24126)  -0.977
C (-0.30544, 2.42307, -3.23377)  -0.637
C (-1.43358, 1.63004, -3.00589)  0.050
C (-2.54365, 1.68783, -3.88989)  -0.752
C (-2.63509, 2.69352, -4.85588)  -0.164
C (-3.68662, 2.60573, -5.92752)  0.577
O (-4.67634, 1.89744, -5.76247)  -0.709
H (-3.36559, 5.92849, -10.22283)  0.310
H (-5.32945, 4.30504, -9.99047)  0.381
H (-5.41942, 2.91037, -7.85599)  0.464
H (-1.48871, 5.71622, -8.61289)  0.393
H (0.50649, 3.94462, -4.45244)  0.504
H (0.55152, 2.37270, -2.58970)  0.798
H (-1.49488, 0.89241, -2.19684)  0.402
H (-3.36087, 1.01025, -3.86818)  0.741
C (-2.66065, 4.39344, 2.26054)  -0.995
C (-3.99352, 4.66656, 2.52218)  -0.617
C (-4.72070, 4.12901, 3.56761)  -0.645
C (-3.96394, 3.40397, 4.47692)  0.612
C (-2.54358, 3.24082, 4.30129)  0.708
C (-1.91442, 3.65545, 3.12931)  -0.177
C (-1.82578, 2.45493, 5.31204)  0.386
O (-0.66518, 2.02396, 5.08638)  -0.648
C (-2.40838, 2.18164, 6.64162)  0.843
C (-1.56517, 1.69907, 7.65218)  -0.589
C (-2.18891, 1.39612, 8.88733)  -0.238
C (-3.50782, 1.73205, 9.13836)  -1.062
C (-4.28047, 2.19658, 8.06400)  -0.596
C (-3.78860, 2.39432, 6.80692)  0.249
C (-4.64646, 2.81082, 5.69381)  0.007
O (-5.85178, 2.63339, 5.73593)  -0.673
H (-2.34840, 4.82691, 1.36209)  0.652
H (-4.51578, 5.36321, 1.82387)  0.316
H (-5.81532, 4.13772, 3.83524)  0.416
H (-0.85296, 3.37152, 2.99019)  0.089
H (-0.50994, 1.65037, 7.48627)  0.560
H (-1.52479, 0.91369, 9.65823)  0.321
H (-3.97045, 1.67011, 10.13974)  0.387
H (-5.27238, 2.47542, 8.16818)  0.666
C (3.15245, -2.46142, 5.62559)  -0.447
C (2.83475, -2.04318, 6.90145)  -1.133
C (1.59143, -1.51784, 7.11305)  -0.372
C (0.61411, -1.60255, 6.14743)  0.856
C (0.89096, -2.13688, 4.89375)  -0.168
C (2.17070, -2.54240, 4.65058)  0.026
C (-0.12232, -2.28763, 3.85012)  -0.003
O (0.21723, -2.71754, 2.71033)  -0.587
C (-1.45602, -1.74219, 4.12145)  0.004
C (-2.36384, -1.65909, 3.11129)  -0.263
C (-3.64185, -1.14303, 3.33733)  -0.677
C (-3.96751, -0.79306, 4.59889)  -0.754
C (-3.05170, -0.83377, 5.66173)  -0.859
C (-1.76415, -1.25842, 5.42391)  0.762
C (-0.76800, -1.35932, 6.52672)  -0.175
O (-1.13383, -1.17574, 7.66513)  -0.663
H (4.13534, -2.83806, 5.42699)  0.618
H (3.54289, -2.04721, 7.75889)  0.344
H (1.22162, -1.10636, 8.06262)  0.545
H (2.46252, -2.76569, 3.63712)  0.342
H (-1.97929, -1.98570, 2.12890)  0.464
H (-4.28246, -0.95080, 2.51025)  0.725
H (-4.94610, -0.39154, 4.82577)  0.400
H (-3.34442, -0.57277, 6.60971)  0.956
C (5.82045, 2.21555, -2.72483)  -0.977
C (6.26480, 0.95953, -2.36876)  -0.728
C (6.01598, 0.45384, -1.09205)  0.077
C (5.20470, 1.09997, -0.20755)  -0.377
C (4.68193, 2.34778, -0.57303)  0.617
C (4.97145, 2.89832, -1.84157)  -0.689
C (3.75750, 3.10139, 0.23085)  0.452
O (3.29691, 4.18041, -0.12381)  -0.716
C (3.40202, 2.39587, 1.53943)  0.869
C (2.48854, 3.17602, 2.29424)  -0.894
C (1.96639, 2.68600, 3.45882)  -1.212
C (2.32095, 1.36515, 3.76482)  -0.481
C (3.19522, 0.62939, 3.01733)  -0.132
C (3.84904, 1.18561, 1.90220)  -0.593
C (4.77279, 0.45328, 1.07039)  0.686
O (5.10366, -0.69276, 1.28509)  -0.615
H (5.99832, 2.69112, -3.66047)  0.430
H (6.80970, 0.37557, -3.01688)  0.696
H (6.43335, -0.49123, -0.84978)  0.630
H (4.51823, 3.82110, -2.12926)  0.553
H (2.22663, 4.09845, 1.81715)  0.547
H (1.10168, 3.08526, 3.93087)  0.784
H (1.77149, 0.91006, 4.60088)  0.408
H (3.45785, -0.38617, 3.20756)  0.509
C (1.79692, -1.54164, -4.04177)  -1.035
C (2.06320, -2.15419, -5.25245)  -0.640
C (1.00002, -2.63724, -6.00561)  -0.637
C (-0.27407, -2.57263, -5.51485)  1.173
C (-0.56924, -1.99101, -4.28032)  -0.592
C (0.47328, -1.43729, -3.52464)  1.032
C (-1.98549, -1.81368, -3.82278)  1.279
O (-2.15134, -1.59645, -2.65592)  -0.917
C (-3.00794, -1.95435, -4.86541)  0.161
C (-4.35647, -1.60920, -4.47376)  -0.147
C (-5.32852, -1.90213, -5.43387)  -0.645
C (-5.03866, -2.53880, -6.62470)  -0.753
C (-3.77743, -2.93789, -6.94677)  -1.077
C (-2.75251, -2.60497, -6.09117)  0.232
C (-1.41234, -3.07141, -6.38421)  0.483
O (-1.19712, -3.88111, -7.24547)  -0.669
H (2.65501, -1.10706, -3.56123)  0.647
H (3.07795, -2.13792, -5.58680)  0.519
H (1.22660, -3.20393, -6.94368)  0.377
H (0.22558, -0.76327, -2.76164)  -0.621
H (-4.51736, -1.14648, -3.41546)  0.109
H (-6.32007, -1.66564, -5.13165)  0.490
H (-5.89578, -2.89103, -7.17834)  0.400
H (-3.47965, -3.42135, -7.80284)  0.699

Atoms 1-3, force components in eV/Å:
Cl -0.08 0.02 0.64
C 1.79 0.00 0.65
C 0.18 2.22 -1.37

Which value of HOMO-LUMO gap does entry 7 give?
8.11 eV